13
Properties=species:S:1:pos:R:3:forces:R:3 method="wB97M-V/def2-TZVPD" de_lowest_kcal_mol=110.3 e_lumo_ev="-2.0705 / -2.0867" multiplicity=1 fmax_ev_per_a=3.52 homo_energy_ev="-9.8 / -9.6"
Cl 2.517597 0.638528 0.606029 -1.415 0.440 0.117
C -0.091336 -0.089563 -0.406092 2.217 -1.641 -0.366
F 0.833083 -2.232037 -0.363585 -0.866 2.333 -0.072
H -1.911132 -1.049433 -0.429503 -1.293 0.048 0.052
H -2.170831 -0.516779 2.120107 -3.029 -0.884 1.571
C 0.862623 0.948438 -0.041483 2.294 -1.519 -1.336
H -0.426674 -0.309962 2.197185 -0.065 0.593 -0.487
H 0.462645 1.281059 -2.263847 -1.216 0.489 -0.215
H 1.500103 -0.072847 -1.934910 -0.686 0.051 0.874
H 0.313723 1.813279 0.202149 0.064 1.261 0.890
C 0.693387 0.566313 -1.510044 0.565 -1.190 0.780
C -1.260876 -0.534565 0.236547 0.653 -0.254 0.290
C -1.322315 -0.442426 1.587445 2.776 0.274 -2.099


11
Properties=species:S:1:pos:R:3:forces:R:3 method="wB97M-V/def2-TZVPD" de_lowest_kcal_mol=51.4 e_lumo_ev=-0.1280 multiplicity=1 fmax_ev_per_a=4.63 homo_energy_ev=-9.3
F 1.569970 -0.191244 -1.636617 -0.803 0.432 -0.125
C 0.244443 -1.029173 0.215749 -0.816 1.013 -0.753
H 0.126066 1.253834 0.417897 0.168 0.311 -0.181
H -0.392576 -0.676014 -2.125680 0.981 0.383 2.103
H 1.128062 -0.963719 0.850419 0.280 -0.190 -0.713
Br -3.490219 -0.437404 0.299853 -0.656 -0.756 0.493
C -0.222776 0.376540 -0.087195 -4.627 -0.042 0.021
C -2.290024 0.641468 -0.624915 4.014 0.805 0.809
O -2.546498 1.478486 -1.397573 -0.120 -0.236 -0.129
H -0.352020 -1.895488 0.455173 -0.563 0.198 -0.085
C 0.238277 -0.374271 -1.198946 2.143 -1.918 -1.442


29
Properties=species:S:1:pos:R:3:forces:R:3 method="wB97M-V/def2-TZVPD" e_lumo_ev=-6.0356 charge=+1 multiplicity=1 fmax_ev_per_a=2.41 homo_energy_ev=-11.0
H -1.497320 1.527768 3.795264 -0.218 -0.198 0.296
C 1.689734 0.024673 -1.773779 0.069 -1.337 -1.948
C 1.156502 -2.287193 -0.163342 -0.241 -0.410 0.385
H -1.669221 1.361582 -1.553893 -0.457 0.075 0.425
H -0.464668 0.864611 -2.679579 0.325 0.119 -0.294
H 1.061452 1.644433 -0.244214 0.011 0.046 -0.124
C -0.282863 1.752832 2.072835 -0.317 0.036 0.100
Ca 4.793350 0.578213 -0.844737 -1.526 0.125 -0.596
C -0.795488 1.150853 1.012833 0.202 -0.125 -0.280
H 1.384644 -0.776388 1.330814 0.272 0.376 0.229
H 2.136994 -2.188387 -0.605616 0.287 0.194 -0.372
H -1.763232 3.005763 2.871103 -0.465 0.174 -0.044
H 1.261778 -3.061135 0.595422 0.117 -0.159 0.271
C -1.646386 -0.720111 -2.125419 0.248 0.307 0.441
Br 1.619041 1.958196 2.266562 0.402 -0.013 0.040
O 1.562449 -0.744685 -2.723553 0.467 1.630 1.713
H -0.234276 -1.283525 1.063038 -0.440 0.038 0.134
O 0.269376 -2.710488 -1.154253 0.314 -0.042 -0.436
O -2.117147 -1.469349 -1.088906 -0.112 0.004 0.895
C -1.019207 2.318841 3.240047 0.372 0.219 -0.283
P 0.323408 0.470752 -0.454098 -0.271 0.309 0.105
H -0.511547 -3.080877 -0.741523 -0.285 -0.033 0.052
H -0.350891 2.880466 3.868873 0.172 0.070 0.395
O -1.731058 -1.078029 -3.238672 -0.362 -0.473 -1.583
C 0.683803 -1.038871 0.550189 -0.134 -0.196 -0.409
O 2.874956 0.670723 -1.542186 1.126 -0.433 0.682
Br -2.700018 1.002902 1.038432 0.038 -0.048 -0.042
C -0.968150 0.574221 -1.774219 0.682 -0.158 0.273
H -3.066016 -1.347791 -0.997422 -0.276 -0.097 -0.025


92
Properties=species:S:1:pos:R:3:forces:R:3 method="wB97M-V/def2-TZVPD" de_lowest_kcal_mol=0.0 s_squared=6.017 e_lumo_ev="-2.7321 / -5.0318" charge=+1 multiplicity=5 fmax_ev_per_a=0.67 homo_energy_ev="-11.3 / -11.3"
C -4.966692 -3.840055 0.545337 -0.056 -0.051 0.029
F -6.152615 -1.696327 -5.201472 -0.010 0.013 0.018
C -4.957804 1.118415 -0.615279 -0.015 0.065 0.009
C 5.616876 2.375318 2.274596 -0.051 0.028 0.028
F -2.081601 -3.377450 -2.048353 -0.032 0.047 0.055
F -6.023982 -0.853863 -2.666349 0.051 0.042 0.068
S 1.828458 1.495174 3.250684 -0.050 0.094 -0.277
N 1.435615 -0.242949 1.384447 -0.124 -0.244 -0.311
H 1.028916 -3.774910 -1.555834 -0.003 -0.002 -0.010
O 3.782713 0.042551 -1.215206 -0.022 -0.075 -0.085
H 4.129703 5.253531 -0.925003 -0.005 0.002 -0.006
N 1.453987 5.873388 -0.072751 -0.021 -0.009 -0.029
H 1.247812 -4.513956 2.663334 -0.005 -0.003 0.001
C -6.552118 2.093401 0.858304 -0.060 0.082 0.028
F -4.281233 -3.388457 -6.176925 0.004 0.009 0.043
O -2.180532 5.989020 -0.133225 0.130 -0.039 0.003
C -2.847935 -3.504549 1.519319 0.033 -0.060 0.026
F -7.311373 3.117970 1.217976 0.022 -0.042 -0.007
Ge -3.721995 -1.457421 -0.450048 0.034 -0.096 -0.108
O -0.270631 1.876356 0.551766 -0.150 0.377 -0.104
H 1.690665 6.852256 -0.178340 -0.008 -0.006 -0.003
F -5.794349 -1.228964 1.987201 0.050 -0.033 -0.053
C 1.355882 -2.454130 2.028444 0.030 -0.134 0.121
H 4.719871 -2.445206 2.723984 0.002 0.009 -0.014
F -1.721193 -2.807031 1.712299 0.004 0.048 -0.045
C 1.230261 -2.027800 -0.349180 -0.068 0.007 -0.084
C 4.487760 0.929766 -3.361986 0.011 -0.003 -0.023
C 0.235460 4.093440 0.101504 0.087 -0.038 0.130
C 2.287863 4.831033 0.050745 -0.023 -0.006 -0.131
C -3.168755 -3.403879 -4.110530 -0.004 -0.020 -0.018
F -5.730377 3.318569 -0.971096 0.016 -0.007 -0.005
H 6.064751 3.419942 0.435185 0.004 0.007 -0.026
F -4.235899 -6.598078 2.733018 0.006 0.043 -0.017
H 6.228328 -0.634891 0.753923 0.000 0.039 0.043
S 1.504920 -1.593032 3.540318 0.038 -0.060 0.107
O -0.638555 7.593424 -0.305629 -0.015 0.004 -0.006
H 2.592023 0.009760 -2.867537 0.006 0.002 -0.004
C -4.949783 -0.067384 0.102181 0.006 0.153 0.058
C 3.324823 0.687767 -2.432867 0.060 0.013 0.006
O 4.213844 -0.313187 1.199172 0.161 -0.088 0.154
H 1.060342 -5.345005 0.344729 -0.007 -0.001 -0.006
C -5.063094 -1.671197 -3.108675 -0.124 -0.039 0.010
H 4.109628 5.631965 0.802985 0.003 -0.004 0.006
C -4.203283 -2.969489 -4.921496 -0.005 -0.030 -0.083
C 1.129969 -3.390833 -0.550076 -0.007 -0.015 0.057
O -1.977738 3.283254 0.214128 -0.077 0.116 0.008
C -2.968106 -4.692677 2.217150 -0.002 -0.020 0.006
H 6.456076 -2.495893 2.388897 -0.008 -0.010 0.003
C -5.758892 -0.130289 1.224257 -0.077 0.026 0.015
P 3.901074 0.815414 0.158977 -0.174 0.122 -0.220
C -3.833045 -3.052547 0.659859 0.033 -0.052 0.110
H 7.070894 2.015821 0.721144 0.001 -0.011 0.041
C -0.944659 6.438160 -0.174095 -0.084 0.015 0.033
H 5.118861 -1.945437 0.325811 0.018 -0.001 -0.007
C -5.744679 2.194753 -0.262254 -0.009 0.021 -0.001
C 6.060521 2.407457 0.831746 0.121 -0.217 0.011
F -6.228395 -5.757414 1.098815 0.006 0.025 -0.015
C -5.157446 -2.101099 -4.420833 -0.010 -0.017 -0.029
H 5.236293 1.565074 -2.890063 -0.010 0.015 -0.002
C 5.582848 -1.845101 2.435213 -0.017 -0.025 0.033
C 1.553575 -0.110776 2.685289 -0.075 -0.033 -0.043
S -1.723645 -0.526036 -0.379332 -0.008 -0.094 0.040
C -0.789171 3.053984 0.288050 0.037 -0.445 0.006
H 4.168298 3.944305 0.265753 -0.020 0.022 -0.034
C 5.363036 -1.207576 1.089511 -0.087 -0.063 -0.087
H 1.195021 -1.332323 -1.178235 0.028 -0.008 0.017
C 3.762500 4.926154 0.048405 0.022 -0.022 0.023
C 1.342683 -1.567237 0.956527 0.053 0.287 0.151
C -5.126160 -5.028895 1.230641 -0.020 -0.021 -0.005
F -5.969968 -3.439466 -0.247560 0.036 0.068 -0.036
F -4.171643 1.247535 -1.692685 0.008 -0.091 -0.020
Os 1.725336 1.671281 0.675775 0.325 0.053 0.580
C 1.252558 -3.826472 1.828507 -0.015 0.017 -0.002
H 6.260445 3.040767 2.850413 0.004 -0.004 0.004
H 5.753543 -1.094158 3.206186 0.020 0.016 -0.007
H 4.957053 -0.013011 -3.639424 0.003 0.002 0.003
H -2.219310 5.006110 -0.015784 -0.046 0.001 -0.020
C -6.562287 0.929443 1.607021 -0.013 0.009 0.013
C -3.109998 -2.950285 -2.808148 0.096 -0.039 -0.077
N 1.569212 3.717542 0.157712 -0.032 -0.113 0.151
C -4.039487 -2.077397 -2.271672 0.055 0.044 -0.089
H 5.693053 1.377486 2.701481 0.002 -0.035 0.004
C -4.111073 -5.457463 2.069461 -0.001 -0.080 0.056
F -1.991647 -5.106302 3.026443 0.002 0.022 -0.009
F -2.249942 -4.238930 -4.592024 0.006 0.009 0.027
H 4.585573 2.712821 2.400646 0.014 0.023 -0.021
H 2.812231 1.622233 -2.179180 0.003 -0.005 0.023
F -7.334495 0.843982 2.685169 0.012 -0.018 -0.009
C 1.142403 -4.282651 0.529249 0.008 0.035 -0.034
C 0.153518 5.434887 -0.044202 0.059 0.146 -0.103
H 4.134570 1.419299 -4.270158 0.004 -0.012 -0.004
O 5.253937 1.608663 -0.076178 -0.085 0.361 -0.025


17
Properties=species:S:1:pos:R:3:forces:R:3 method="wB97M-V/def2-TZVPD" de_lowest_kcal_mol=89.1 e_lumo_ev=0.9465 multiplicity=1 fmax_ev_per_a=2.77 homo_energy_ev=-8.9
H -1.837258 0.176025 1.655244 -0.038 -0.071 0.054
C 1.062206 0.282844 0.839552 -0.489 0.725 -0.659
N 1.475180 -1.008373 0.750634 -0.314 -0.603 -0.208
H 0.086934 2.326247 -0.300762 -0.105 -0.072 0.091
H -0.616716 2.278079 1.155780 0.046 -0.068 -0.067
O 1.742032 1.224349 1.197673 0.093 -0.206 0.135
H 1.044318 -1.557089 -0.011322 0.401 0.451 0.567
C -1.339721 -0.343406 0.832077 -0.289 0.231 -0.180
C 0.338735 -1.252891 -2.072196 -1.266 1.820 -0.305
N -0.648953 1.857583 0.225304 0.094 -0.346 0.001
H 0.560762 -2.036513 -2.756517 0.386 -0.390 0.266
H -2.071345 -0.519712 0.039040 0.053 0.057 0.095
H 2.468108 -1.131278 0.883501 -0.111 0.013 -0.019
N -0.255230 0.492349 0.322671 0.466 0.118 1.145
C -0.228058 -0.179668 -1.886448 0.982 -2.202 -1.365
H -0.984404 -1.304639 1.194359 0.201 0.099 -0.089
H -0.796589 0.696090 -2.068588 -0.110 0.444 0.538


10
Properties=species:S:1:pos:R:3:forces:R:3 method="wB97M-V/def2-TZVPD" de_lowest_kcal_mol=110.7 e_lumo_ev="-6.3642 / -6.3630" charge=+1 multiplicity=1 fmax_ev_per_a=4.05 homo_energy_ev="-13.9 / -13.9"
C -0.273153 1.084139 0.012541 1.367 0.313 -0.916
C 0.558840 -2.164125 0.206109 -1.242 -1.222 -3.661
C 0.881351 -1.255485 0.975775 0.121 2.488 0.801
H 0.249369 2.693175 -1.184570 -0.425 -0.546 0.557
H -1.463906 2.510257 -0.866562 1.211 -0.364 0.189
N -0.490166 2.153342 -0.705714 -0.323 -0.359 0.166
H 0.147364 -2.340937 -0.830452 0.058 1.547 0.827
H 1.239320 -0.755136 1.853962 0.010 0.174 -0.090
H 0.758831 -3.184571 0.340477 0.794 -1.719 1.575
H -1.171659 0.663084 0.352040 -1.572 -0.312 0.553


Number 1: electronic energy -20516.4531 eV. Number 2: electronic energy -79016.5354 eV. Number 3: electronic energy -186532.0202 eV. Number 4: electronic energy -199096.2440 eV. Number 5: electronic energy -10808.5967 eV. Number 6: electronic energy -4685.3144 eV.